Record 1
74
Properties=species:S:1:pos:R:3:forces:R:3:lowdin_charge:R:1 method="wB97M-V/def2-TZVPD" charge=-1 e_lumo_ev=1.80 e_homo_ev=-6.694 e_tot_ha=-3135.89209 gap_ha=0.312
O 0.2379 1.7051 -1.2701 -0.96 -2.64 0.51 -0.07
C 3.7314 1.5375 -0.5544 -3.50 -2.55 -6.74 -0.24
C 1.5921 -3.8358 -3.6617 -1.32 8.80 -2.11 -0.06
O 4.0148 4.8302 -0.1105 1.06 -0.45 -0.15 -0.26
O -3.0594 -0.0540 2.9765 -0.47 -2.03 2.31 -0.23
C -4.3182 -2.6190 -3.0156 0.50 -2.98 0.30 -0.07
O 1.9641 5.6302 0.7802 0.41 0.75 -0.09 -0.27
C 2.7939 1.4684 0.5780 -2.74 -0.13 -0.63 -0.18
O 2.8149 -3.3257 1.6406 -0.60 -1.73 -0.44 0.06
C 0.6636 5.0298 0.6202 -1.32 0.08 -1.22 -0.24
H -4.6302 -1.9420 -3.7106 -2.29 1.80 -1.55 0.11
C -4.8054 -1.8320 3.8888 -1.08 -1.77 -3.45 -0.14
H 0.4179 -2.3373 -2.5271 -0.87 -0.46 -2.07 0.10
H -4.9235 -1.6561 2.7615 -0.95 -0.80 1.30 0.09
S 2.9937 5.7631 -0.4166 -1.31 -3.34 -0.39 0.55
H 0.6346 4.1254 -0.0662 0.52 1.00 0.84 0.13
H -0.9517 -0.0003 2.6548 2.04 -1.68 2.18 0.08
H -3.9341 -1.0329 -1.8428 -0.55 4.93 -0.35 0.09
C 0.6101 -3.0837 0.7176 0.55 4.05 -2.24 -0.15
H 1.7658 -4.6254 -3.1576 2.16 -6.11 2.40 0.04
O -2.5252 -2.4398 3.1999 4.38 -5.55 -4.23 -0.23
H 2.6263 2.4936 0.5443 -1.24 2.23 1.95 0.08
O 1.1950 -4.0088 -5.0476 2.07 -0.55 -0.37 0.07
C -1.8066 1.4047 1.6665 2.42 1.20 1.11 -0.08
H 1.7804 0.9239 0.6628 2.00 0.56 -1.01 0.15
O -5.2550 -3.4275 -2.2827 -0.52 0.04 -6.45 0.15
O -1.1031 -0.0658 -1.7805 2.09 1.54 1.77 -0.09
H 0.0290 -3.8712 -2.0518 -0.18 -0.19 -2.31 0.14
O 5.8673 0.8343 1.8652 -2.18 -0.09 -0.55 0.13
C 1.6614 -2.4211 1.5592 1.40 -0.64 1.94 -0.10
H -2.0435 -0.7741 1.2345 1.00 1.92 2.88 0.19
H 3.6654 0.5905 -1.1696 -0.40 0.87 0.05 0.14
H 0.8806 3.8828 2.3379 1.44 -1.47 1.01 0.06
O -0.6961 -3.4731 -4.0553 -0.76 0.15 -1.48 0.04
H 2.4727 -2.9189 -3.4316 -2.45 -2.98 -1.34 0.21
C 0.2451 -3.3365 -3.0776 2.02 1.01 5.30 -0.22
H -2.5814 1.5651 1.0144 -2.23 0.80 -1.30 0.04
N 0.0453 0.4369 -1.4089 -0.13 0.22 -3.11 -0.52
O 2.2241 5.6148 -1.6241 0.58 0.66 0.10 -0.26
O 3.6130 1.0651 1.5865 0.72 -1.19 3.20 0.10
H 0.2360 -2.2853 -0.1800 0.93 -2.69 2.10 0.18
O 1.3301 -4.1984 0.2983 -0.93 -2.51 -1.57 0.03
C -0.0832 -3.7703 -5.2875 -0.55 0.70 3.79 -0.56
H 3.3767 2.3850 -1.2392 1.30 -0.97 0.91 0.16
C -1.8817 -0.0120 2.2280 -2.04 0.79 -5.71 -0.32
H 1.1109 -2.4404 2.4768 0.96 0.51 1.49 0.11
O 3.0910 -5.5317 0.8880 -1.03 2.64 -0.05 0.13
O -2.8263 -1.1684 5.2182 1.49 0.92 1.46 -0.27
H -5.4517 -1.1695 4.3827 -0.47 1.04 0.87 0.04
C -3.5933 -1.9471 -1.9746 3.18 -2.01 3.69 -0.07
O -4.1392 -2.4393 -0.6693 0.69 -1.89 -1.83 0.07
H -2.5009 -2.0463 -1.8560 -0.53 0.31 -0.74 0.13
H -5.0713 -2.9382 4.1683 1.09 2.17 -0.61 0.13
O -0.7023 -3.7875 -6.2765 -0.23 -0.30 -1.77 0.19
C 3.5488 7.3429 -0.2257 6.98 -1.22 1.62 -0.13
H -0.0622 5.7713 0.1453 1.05 -0.71 0.67 0.14
O 4.9887 1.5263 -0.0949 1.65 0.27 3.04 0.08
H -3.8229 -3.3278 -3.6007 1.59 -1.04 -0.72 0.12
H 4.0279 7.7263 -1.1317 0.96 -0.77 0.26 0.10
C 0.2950 4.6773 2.0357 -1.96 -0.06 -1.99 -0.06
C 4.8632 1.0635 1.2180 4.39 1.05 -0.23 -0.51
H -0.7246 4.3102 2.0164 -0.33 -0.09 0.05 0.07
O -5.8904 -3.7902 -0.3022 1.63 -0.84 0.23 0.09
H 4.0770 7.5623 0.7662 -0.90 -0.40 -1.67 0.14
H -1.6843 2.3192 2.4447 -0.36 -2.49 -1.57 0.12
S -3.1258 -1.4453 3.8696 -4.47 5.05 4.01 0.49
H 2.7302 7.7613 -0.3804 -7.53 4.72 -0.10 -0.03
H -0.9328 1.3916 0.9757 -0.24 0.35 0.59 0.06
H 0.3138 5.5061 2.6741 0.34 1.19 1.00 0.07
O 1.0527 -0.3333 -1.4685 -1.00 0.70 1.04 -0.08
H 2.1852 -1.5211 1.4752 -0.16 1.88 -1.08 0.10
C -5.0319 -3.3702 -1.0708 -3.57 1.76 7.47 -0.67
C 2.5042 -4.4662 0.9338 0.05 0.11 0.90 -0.50
H -0.1134 -3.1752 1.5164 -1.26 -1.47 -1.13 0.11



Record 2
71
Properties=species:S:1:pos:R:3:forces:R:3:lowdin_charge:R:1 method="wB97M-V/def2-TZVPD" charge=0 e_lumo_ev=0.06 smiles="C[C@H]1COC(=O)O1.C[C@H]1COC(=O)O1.O=S1(=O)CCCC1.CC(C)=O.CC(C)=O.CC(C)=O" e_homo_ev=-9.244 e_tot_ha=-2048.70576 gap_ha=0.342
H 4.0145 5.1828 -3.2385 0.18 0.58 -0.35 0.10
C 2.5788 -2.0191 -3.4534 0.36 0.90 -0.21 0.01
H 1.0447 5.1940 -1.6519 -0.45 -0.37 0.61 0.07
H 3.2051 -2.0035 2.1548 0.01 0.31 -0.17 0.08
C -1.8333 -1.4578 -0.8772 -0.60 -0.37 0.25 -0.20
H 1.6207 4.2923 -0.0986 -0.38 0.69 0.16 0.10
H 1.3875 3.3947 -1.4716 -0.45 0.12 -0.53 0.06
H 1.6939 -4.5207 1.6772 0.82 -0.05 -0.48 0.09
C 3.6806 -0.4845 -0.7375 1.47 0.53 5.15 -0.60
C 1.6432 4.4138 -1.1815 0.53 -0.56 0.52 -0.01
H 2.0564 -0.8046 2.7847 -0.15 0.20 -0.45 0.11
C -3.1684 7.4535 0.0352 0.70 -0.32 -0.94 -0.03
O 4.2338 -0.6688 0.3517 -1.65 0.66 -2.19 0.11
C 3.2416 -0.7273 -2.8842 -0.28 0.56 -1.85 -0.27
C -3.6281 -4.8570 4.0295 -2.17 -0.19 2.76 -0.58
H 2.4139 5.9902 -3.1357 0.03 -0.12 0.30 0.09
C -0.4137 -0.0394 0.5233 1.51 0.72 0.67 -0.22
H 3.8633 -0.2064 -3.6124 0.09 -0.68 -0.51 0.15
C -1.5514 -5.5665 3.2629 -1.50 0.86 -0.23 -0.06
O -2.1445 2.0180 0.3934 0.41 0.84 -0.09 -0.29
H -1.6335 -4.5599 0.6882 0.01 0.29 -0.33 0.09
C 3.0717 4.5914 -1.5965 -1.37 -1.97 0.58 -0.54
H 3.0817 -4.4670 2.9283 0.33 0.88 -0.82 0.09
H -2.0344 4.1695 -0.7641 0.53 0.36 0.78 0.05
H -2.7197 -6.5152 1.6443 -0.01 -0.24 0.37 0.15
C 2.1555 -1.7117 2.1884 0.28 0.04 0.71 -0.02
O -4.5310 -4.5205 4.7766 2.18 0.07 -0.78 0.13
H -3.4044 -4.7105 0.4946 0.11 0.35 -0.23 0.10
C 2.3380 0.3870 -2.3316 -1.06 -1.41 0.35 -0.08
H 0.5634 -0.0672 0.0410 -0.05 -0.17 -0.27 0.07
H -2.2366 7.9462 0.3126 0.02 0.02 -0.08 0.08
C -2.5970 -4.4923 1.1935 0.60 0.11 -1.05 -0.03
C -2.3325 -0.0746 -1.2274 -1.42 0.91 0.15 -0.23
O 0.4447 -2.7521 3.6152 2.29 0.43 -2.09 0.03
H -3.9636 7.6386 0.7573 0.31 0.00 -0.06 0.08
H -2.5276 0.1086 -2.2841 0.74 0.13 -0.09 0.11
H -2.7258 -2.0756 -0.7781 0.11 -0.29 -0.03 0.10
C -2.6524 -5.5816 2.2028 0.36 -0.15 -1.77 -0.33
H -2.7453 -3.4954 1.6085 0.13 -0.11 0.17 0.09
C 2.0642 -4.1937 2.6488 -1.59 -1.16 0.96 -0.03
H 1.8293 -1.6120 1.1532 -0.09 0.18 0.12 0.07
H -0.4502 -2.1977 0.7059 0.11 0.07 -0.26 0.10
S -1.3096 1.2042 -0.4370 -1.40 -4.04 -0.01 0.68
H 3.7587 6.4581 -2.0363 0.05 0.33 -0.26 0.10
C -1.1245 -1.3694 0.4884 -0.45 0.17 -0.17 -0.21
C 1.4545 -2.8218 2.8763 -1.61 -0.96 2.09 -0.46
C 3.2805 5.6400 -2.5749 1.57 0.70 -1.04 -0.03
H -1.8590 -1.4076 1.2929 -0.16 0.12 -0.06 0.12
H 1.5170 -4.8635 3.3122 -0.29 0.02 0.19 0.06
H -1.4288 5.7423 -1.4608 0.16 -0.32 -0.13 0.07
C -3.0750 5.9404 -0.1298 -3.02 -0.48 1.54 -0.45
H -3.4861 7.8072 -0.9457 0.07 0.46 -0.08 0.08
H -1.2546 -1.9063 -1.6848 0.38 0.18 0.15 0.11
O -0.4669 1.6180 -1.5059 1.35 1.95 -0.68 -0.33
O 3.9156 3.7851 -1.2606 0.25 0.55 -0.02 0.06
H -1.1943 -6.5704 3.4923 -0.03 0.16 0.47 0.14
H 1.2993 0.0603 -2.3803 -0.16 0.63 -0.63 0.11
H -0.1658 0.3004 1.5289 -0.45 0.19 0.07 0.12
H 1.5971 -1.7735 -3.8582 0.05 0.04 -0.18 0.08
H -3.3134 0.1403 -0.8035 -0.13 -0.40 0.41 0.10
C -2.2932 5.1560 -1.1487 0.76 -0.06 0.03 -0.01
H 2.4929 1.4297 -2.6090 0.10 -0.29 -0.53 0.14
H -2.7937 4.7582 -2.0315 -0.78 1.00 -0.19 0.09
O 2.6308 0.2814 -0.9716 -0.59 1.00 2.48 0.05
H -0.7537 -4.8440 3.0903 0.15 -0.38 -0.37 0.10
H 2.4352 -2.8521 -2.7652 0.20 0.37 0.44 0.09
H 3.2196 -2.3855 -4.2554 -0.18 -0.09 -0.05 0.08
O -2.3190 -4.9580 4.2990 0.34 0.41 2.00 0.08
O -3.8848 -5.3371 2.8470 -0.22 -1.20 -0.94 0.10
O 4.0892 -1.0138 -1.8113 1.83 -2.11 -2.40 0.13
O -3.9013 5.3836 0.5956 1.20 -0.60 -0.86 0.03



Record 3
96
Properties=species:S:1:pos:R:3:forces:R:3:lowdin_spin:R:1 method="wB97M-V/def2-TZVPD" multiplicity=2 charge=-1 e_lumo_ev="2.14 / 2.14" e_homo_ev="-2.589 / -2.689" e_tot_ha=-5054.58662 gap_ha="0.174 / 0.178"
H 6.8075 3.8224 0.8333 0.00 0.02 0.00 0.00
V 0.0904 -0.6258 0.2237 1.28 0.04 0.46 1.15
C 1.7425 1.0428 2.4360 -0.10 -0.36 -0.26 0.00
C 5.9437 0.7227 1.8623 -0.03 0.03 -0.01 0.00
C -0.3147 -0.0572 -4.1228 -0.10 0.00 -0.04 0.00
H -0.7391 4.9852 -1.1686 -0.06 0.07 -0.02 0.00
H -4.0519 -0.3142 -3.5078 -0.02 -0.01 -0.01 0.00
H 4.4478 1.4728 -0.3462 0.01 0.10 0.00 0.00
Cl -0.6483 -3.7475 2.6162 0.03 0.09 -0.05 0.00
C 0.3250 -4.2730 -1.2087 0.11 -0.34 -0.36 -0.01
H 2.9009 3.5193 4.3253 -0.02 -0.01 0.00 0.00
H -0.0870 1.5836 4.1248 0.04 0.06 0.03 0.00
H -3.6536 3.2851 -1.3197 0.00 0.00 -0.05 0.00
C -0.2508 -4.4541 1.0864 -0.09 -0.38 0.24 -0.01
C -2.2880 2.6874 1.7324 -0.07 0.04 -0.08 0.00
H 0.0510 -7.5177 -0.3164 -0.01 -0.02 0.00 0.00
C 3.0216 2.7313 3.5773 0.01 0.04 0.00 0.00
H 1.0118 -0.8143 -2.0786 -0.13 -0.01 0.03 0.00
C 6.8792 2.8655 1.3400 0.01 0.05 -0.03 0.00
H 7.1168 -0.5274 3.1383 0.00 -0.02 0.01 0.00
C -2.7382 -0.4931 -1.1417 0.08 0.09 -0.20 0.00
C -0.7733 -0.1867 -2.8128 0.06 -0.08 0.02 0.00
C 1.8297 1.0282 8.4584 0.01 -0.01 0.01 0.00
H 4.1826 3.9461 2.1963 0.00 -0.02 0.01 0.00
C -1.9730 -0.4970 0.0419 -0.40 0.21 -0.15 0.00
C -5.9170 3.1328 2.7483 -0.04 0.03 -0.01 0.00
C 5.8466 1.9497 1.2034 -0.04 -0.09 -0.03 0.00
C -2.9856 -0.2546 -3.6433 0.05 0.00 0.03 0.00
C -2.6788 -0.6319 1.2493 0.11 -0.01 0.07 0.01
C -4.1322 -0.6627 -1.0635 -0.02 0.01 0.07 0.00
H -3.3823 2.5989 3.5635 -0.01 0.00 0.02 0.00
H 2.0993 0.7279 9.4628 0.02 -0.01 0.02 0.00
H 8.9531 1.1187 3.3668 0.01 0.00 0.01 0.00
H 2.4209 3.9879 1.9494 0.04 0.00 0.00 0.00
H -1.3387 2.3937 2.1650 0.05 -0.05 0.00 0.00
N 0.2625 -0.1790 -1.8047 -0.12 0.27 -0.42 0.00
N 0.0800 -2.2786 0.1121 0.02 -0.16 -0.04 -0.13
H 2.0112 -0.9508 7.6444 0.00 -0.03 0.01 0.00
H -5.7037 2.9138 3.7929 0.01 0.00 0.03 0.00
H -4.5361 -0.9184 2.2786 -0.01 0.02 0.01 0.00
C 0.0544 -3.6214 -0.0007 -0.06 0.50 0.09 -0.01
H 0.7140 0.7352 -1.7710 0.06 -0.03 0.07 0.00
H 1.5851 3.0954 8.9687 0.00 0.02 0.03 0.00
N 1.8268 1.9398 3.5180 0.24 -0.04 0.09 0.00
H -0.3803 4.6801 0.5603 0.07 -0.03 0.04 0.00
C -0.2526 -5.8323 0.9812 0.02 -0.01 -0.12 0.00
C -4.7308 3.2821 0.5386 0.00 -0.01 0.11 0.00
H -6.6426 2.3994 2.3931 -0.02 -0.01 0.00 0.00
C -0.2418 4.3275 -0.4592 -0.01 0.10 0.00 0.00
H 0.4607 3.2422 4.4411 0.02 0.04 -0.02 0.00
H -5.6867 3.4830 0.0717 -0.05 0.01 -0.01 0.00
C 8.0865 1.3515 2.7609 0.01 -0.01 0.02 0.00
H 0.8164 4.2357 -0.6959 0.04 0.02 -0.03 0.00
H -5.8587 -0.9628 0.1582 0.00 0.01 0.01 0.00
S 2.5813 -0.0582 0.0675 -0.42 0.23 0.24 -0.01
C -1.1767 -0.0319 -5.1982 0.01 0.01 0.00 0.00
C 1.1905 2.7305 6.8898 -0.06 0.06 -0.01 0.00
C 3.2758 3.3345 2.1909 -0.01 -0.04 0.04 0.00
C -4.7845 -0.8183 0.1429 -0.01 0.01 -0.04 0.00
C 1.5376 2.3529 8.1822 0.00 0.00 0.01 0.00
H -3.2535 -0.1051 -5.7522 -0.01 0.02 -0.02 0.00
H 0.9623 3.7685 6.6714 0.00 0.02 0.00 0.00
H -2.1118 -0.6149 2.1756 -0.04 -0.03 -0.04 0.00
H 1.3950 -0.2582 5.3462 0.01 -0.02 -0.03 0.00
H 8.7941 3.2988 2.2104 0.02 0.02 0.00 0.00
H -0.4926 -6.4201 1.8559 0.01 -0.03 0.01 0.00
C 7.9972 2.5720 2.1131 0.01 0.00 0.00 0.00
C 0.3311 -5.6498 -1.3373 -0.05 -0.03 0.16 0.00
H 5.1321 0.0115 1.7606 -0.03 -0.04 0.00 0.00
H 3.8945 2.1243 3.8588 -0.02 0.02 0.00 0.00
H 0.7553 0.0205 -4.2784 0.02 0.00 -0.01 0.00
C 7.0537 0.4277 2.6329 0.03 -0.01 0.02 0.00
H 4.7202 3.2070 -0.1208 -0.01 0.02 0.03 0.00
H 0.5563 -6.0877 -2.2993 0.01 -0.02 -0.01 0.00
C 1.4338 0.4658 6.1518 0.01 0.01 -0.03 0.00
S 0.5421 -0.2619 2.5634 -0.07 0.21 0.06 0.02
C -3.4378 2.7888 2.4985 0.03 0.01 0.02 0.00
C -3.5949 3.1797 -0.2437 0.07 -0.03 0.03 0.00
C -4.0480 -0.7948 1.3178 -0.05 0.00 0.08 0.00
H -0.7983 0.0619 -6.2074 0.00 0.00 -0.02 0.00
H -6.3884 4.1163 2.6956 -0.01 0.00 0.00 0.00
O 0.0272 1.8552 0.2193 -0.10 -0.23 -0.17 0.00
C 4.5954 2.2518 0.4050 0.24 -0.12 0.12 0.00
C -2.5363 -0.1253 -4.9418 0.04 -0.01 0.01 0.00
S -0.9114 2.6723 -0.6150 -0.09 -0.18 0.08 0.00
C -2.1379 -0.3133 -2.5192 -0.10 0.00 0.03 0.00
C 0.7684 2.1825 4.4480 -0.15 0.11 0.04 0.00
H -4.7482 -0.6934 -1.9481 -0.02 -0.01 -0.01 0.00
Cl 0.6698 -3.3318 -2.6355 -0.01 0.00 0.07 0.00
C -2.3834 2.8978 0.3672 0.05 -0.04 0.01 0.00
C 2.5686 1.1560 1.3701 0.07 -0.28 0.06 0.01
N 3.4140 2.2827 1.2213 -0.36 0.27 -0.27 0.00
C 0.0452 -6.4398 -0.2323 0.01 0.10 -0.02 -0.01
C 1.1296 1.7968 5.8672 0.02 -0.08 -0.04 0.00
C 1.7782 0.0854 7.4362 0.01 0.00 0.03 0.00
C -4.6660 3.0826 1.9171 -0.01 -0.02 -0.04 0.00



Record 4
10
Properties=species:S:1:pos:R:3:forces:R:3:lowdin_charge:R:1 method="wB97M-V/def2-TZVPD" charge=0 e_lumo_ev=0.44 smiles=c1cncnc1 e_homo_ev=-9.656 e_tot_ha=-264.23410 gap_ha=0.371
C 1.6743 -0.0356 -0.0459 -2.89 -2.26 0.04 -0.16
C -0.5093 -1.2077 -0.0063 -0.29 1.84 0.05 -0.20
H 2.7456 -0.3997 -0.0776 -1.32 1.12 0.04 0.10
C -0.4539 1.2955 0.0314 3.42 -1.11 -0.12 -0.03
C -1.2293 0.1731 0.0395 1.51 -0.72 -0.06 -0.09
H -2.3468 0.0652 0.0745 1.32 0.76 -0.04 0.10
H -0.5980 2.3991 0.0507 -0.55 -1.35 0.00 0.09
H -1.2566 -2.0541 -0.0037 1.29 0.59 -0.02 0.11
N 1.2032 1.1619 -0.0193 -2.78 -1.70 0.07 0.04
N 0.7707 -1.3977 -0.0433 0.30 2.83 0.03 0.04